Record 1
DFT (ωB97M-V with the def2-TZVPD basis set) results for a single C5H12Si molecule in a non-equilibrium geometry.

The geometry in XYZ format:
```
18
Properties=species:S:1:pos:R:3:nbo_charge:R:1
C -0.092 -1.824 -1.856 -0.603
C 0.774 -0.852 -0.991 -0.861
Si 0.174 0.250 0.413 1.486
C -0.842 -0.679 1.718 -1.117
C 0.955 1.936 0.805 -0.773
C -0.547 2.005 0.166 -0.845
H -0.646 -2.459 -1.087 0.204
H -0.845 -1.199 -2.424 0.214
H 0.427 -2.535 -2.508 0.217
H 1.385 -0.079 -1.617 0.228
H 1.594 -1.318 -0.592 0.225
H -1.853 -0.861 1.376 0.245
H -0.460 -1.705 2.008 0.237
H -0.761 -0.225 2.756 0.251
H 1.663 2.361 0.212 0.222
H 1.154 2.272 1.727 0.218
H -1.339 2.401 0.725 0.223
H -0.740 2.510 -0.831 0.230
```

charge: 0
relative energy (zero: lowest compared OMol25 entry of this formula, charge and spin): 1.434 eV
lowest unoccupied orbital energy: 0.9 eV
orbital gap: 9.746 eV
SMILES string: CC[Si]1(C)CC1
HOMO level: -0.3234 Eh



Record 2
DFT (ωB97M-V with the def2-TZVPD basis set) results for 2 unconnected molecules or ions with the total composition C5H12Si in a non-equilibrium geometry.

The geometry in XYZ format:
```
18
Properties=species:S:1:pos:R:3:nbo_charge:R:1
C -0.444 -0.728 0.010 -0.336
C -1.503 0.024 -0.087 -0.076
C -2.761 -0.835 -0.068 -0.641
C -1.580 1.563 -0.047 -0.644
C 3.442 -0.867 -0.006 -1.006
Si 1.952 0.450 -0.029 0.913
H -0.339 -1.742 -0.011 0.166
H -3.202 -0.794 1.028 0.213
H -3.497 -0.322 -0.781 0.203
H -2.635 -1.871 -0.501 0.223
H -1.660 1.963 -1.012 0.225
H -0.731 1.781 0.627 0.230
H -2.443 1.746 0.576 0.211
H 4.327 -0.368 0.069 0.223
H 3.405 -1.474 0.915 0.237
H 3.349 -1.393 -0.869 0.227
H 1.732 1.283 1.105 -0.181
H 1.880 1.096 -1.283 -0.187
```

charge: 0
relative energy (zero: lowest compared OMol25 entry of this formula, charge and spin): 3.528 eV
lowest unoccupied orbital energy: 0.9 eV
orbital gap: 8.899 eV
HOMO level: -0.2943 Eh



Record 3
DFT (ωB97M-V with the def2-TZVPD basis set) results for a single C5H12Si2 molecule in a non-equilibrium geometry.

The geometry in XYZ format:
```
19
Properties=species:S:1:pos:R:3:nbo_charge:R:1
Si 3.353 -0.401 -0.607 0.448
Si 1.728 0.742 0.522 0.528
C -0.227 0.434 0.308 -0.334
C -1.057 1.024 -0.555 -0.184
C -2.399 0.383 -0.808 -0.460
C -2.235 -0.867 0.066 -0.386
C -0.908 -0.767 0.926 -0.447
H 4.288 -0.616 0.424 -0.127
H 2.783 -1.637 -1.157 -0.133
H 3.711 0.381 -1.735 -0.126
H 2.061 1.128 2.040 -0.116
H 2.107 2.195 0.338 -0.132
H -0.787 1.952 -1.020 0.204
H -3.344 0.836 -0.389 0.222
H -2.515 0.060 -1.830 0.218
H -3.021 -0.907 0.906 0.204
H -2.134 -1.759 -0.435 0.203
H -0.460 -1.725 1.022 0.210
H -0.944 -0.456 1.986 0.206
```

charge: 0
relative energy (zero: lowest compared OMol25 entry of this formula, charge and spin): 2.503 eV
lowest unoccupied orbital energy: 0.8 eV
orbital gap: 9.919 eV
SMILES string: [SiH3][SiH2]C1=CCCC1
HOMO level: -0.3345 Eh



Record 4
DFT (ωB97M-V with the def2-TZVPD basis set) results for a molecular structure, C5H13B11Br6Cl3O9OsP2 in a non-equilibrium geometry.

The geometry in XYZ format:
```
50
Properties=species:S:1:pos:R:3:nbo_charge:R:1
Os 1.388 0.554 -0.696 1.476
Br 1.488 0.531 1.764 0.319
B 0.169 -0.865 2.479 -0.051
B 0.349 -1.894 3.939 -0.063
C -0.483 -3.322 3.497 -0.537
B 0.496 -2.604 2.316 -0.095
B -1.059 -3.383 1.890 -0.066
B -2.160 -3.163 3.262 -0.082
B -1.293 -2.255 4.531 -0.070
B -0.883 -0.608 3.915 -0.089
Br -0.782 0.958 5.019 0.181
B -2.508 -1.426 3.497 -0.154
Br -4.184 -0.793 4.169 0.534
B -2.332 -2.131 1.780 -0.098
Br -3.803 -2.241 0.553 0.128
B -0.653 -1.780 1.243 -0.068
Br -0.101 -1.450 -0.689 0.286
B -1.583 -0.531 2.206 -0.090
Br -2.237 1.161 1.532 0.044
H 1.250 -1.914 4.690 0.142
H -0.143 -4.251 3.933 0.366
H 1.504 -3.095 1.968 0.140
H -1.074 -4.385 1.280 0.140
H -2.901 -4.017 3.571 0.150
H -1.467 -2.512 5.662 0.143
C -1.995 2.245 -3.936 -0.680
C -0.519 2.388 -3.644 -0.210
O 0.155 3.291 -4.389 -0.522
P 0.474 0.813 -3.798 2.428
O 1.012 0.755 -5.247 -0.947
O -0.539 -0.367 -3.679 -0.977
O 1.552 0.699 -2.752 -1.049
P -0.299 2.908 -1.707 2.349
O -1.664 3.622 -1.425 -0.952
O 0.931 3.675 -1.581 -0.905
O -0.382 1.523 -1.030 -0.995
H -2.098 1.840 -4.950 0.287
H -2.504 3.209 -3.907 0.277
H -2.482 1.572 -3.232 0.276
H -0.366 4.090 -4.609 0.535
H 1.652 1.419 -5.570 0.573
H -0.810 -0.820 -4.502 0.572
H -1.610 4.566 -1.174 0.569
Cl 6.154 -0.219 -0.580 0.140
C 5.254 1.238 -0.946 -0.244
Cl 5.721 2.570 0.104 0.134
Cl 5.404 1.669 -2.658 0.105
C 3.756 0.990 -0.753 0.752
O 2.924 1.934 -0.682 -0.552
O 3.280 -0.194 -0.664 -0.550
```

charge: +3
relative energy (zero: lowest compared OMol25 entry of this formula, charge and spin): 0.744 eV
lowest unoccupied orbital energy (alpha / beta): -10.4 / -13.7 eV
orbital gap (alpha / beta): 7.341 / 3.813 eV
2S+1: 5
HOMO level (alpha / beta): -0.6504 / -0.6454 Eh



Record 5
DFT (ωB97M-V with the def2-TZVPD basis set) results for 2 unconnected molecules or ions with the total composition C5H13B3Cl2O4 in a non-equilibrium geometry.

The geometry in XYZ format:
```
27
Properties=species:S:1:pos:R:3:nbo_charge:R:1
C -1.779 1.521 -2.651 -1.043
B -0.791 0.256 -3.015 1.188
O 0.557 0.338 -3.615 -0.902
B 1.449 -0.403 -2.655 1.001
O 1.084 -1.789 -2.195 -0.904
B -0.299 -1.583 -1.635 1.200
C -0.679 -1.817 -0.038 -0.808
C -1.066 -0.307 0.550 -0.435
C -1.218 -0.253 2.182 -0.073
O -0.019 -0.655 2.933 -0.751
O -1.305 -1.112 -2.652 -0.921
H -1.281 2.585 -2.781 0.247
H -2.779 1.522 -3.295 0.265
H -2.143 1.480 -1.516 0.253
H 2.433 0.065 -2.201 -0.100
H -1.638 -2.483 0.045 0.254
H 0.207 -2.265 0.585 0.237
H -0.309 0.484 0.101 0.204
H -2.131 -0.038 0.095 0.229
H -2.094 -0.987 2.523 0.183
H -1.442 0.876 2.477 0.186
H 0.668 -0.891 2.236 0.471
Cl 2.445 0.343 1.466 -0.031
C 3.031 1.040 2.981 -0.395
Cl 2.045 2.424 3.468 -0.013
H 2.987 0.279 3.763 0.232
H 4.064 1.370 2.844 0.227
```

charge: 0
lowest unoccupied orbital energy: 0.2 eV
orbital gap: 10.343 eV
SMILES string: CB1OBOB(CCCO)O1.ClCCl
HOMO level: -0.3745 Eh



Record 6
DFT (ωB97M-V with the def2-TZVPD basis set) results for a single C5H13BFNO4S molecule in a non-equilibrium geometry.

The geometry in XYZ format:
```
26
Properties=species:S:1:pos:R:3:nbo_charge:R:1
C 3.857 -0.753 0.748 -0.638
C 2.736 0.467 0.522 -0.416
C 1.577 -0.198 -0.462 -0.284
N 0.449 0.765 -0.807 -0.895
B -0.487 0.862 0.391 1.369
O -0.314 2.007 1.352 -0.925
O -1.548 -0.110 0.743 -0.773
C -2.883 0.454 0.474 -0.093
C -3.955 -0.823 0.506 -0.644
S -0.323 0.069 -2.211 2.242
O -0.760 -1.411 -1.896 -0.815
O -1.516 0.931 -2.770 -0.811
F 0.831 0.010 -3.521 -0.465
H 4.958 -0.374 0.634 0.233
H 3.671 -1.546 -0.116 0.209
H 3.666 -1.334 1.766 0.224
H 2.294 0.848 1.544 0.214
H 3.243 1.414 0.017 0.226
H 2.170 -0.584 -1.420 0.253
H 1.208 -1.175 0.094 0.224
H -0.152 1.641 2.282 0.507
H -2.986 0.917 -0.612 0.197
H -3.194 1.320 1.218 0.190
H -4.916 -0.567 -0.117 0.223
H -3.474 -1.779 0.002 0.236
H -4.151 -1.050 1.639 0.213
```

charge: 0
relative energy (zero: lowest compared OMol25 entry of this formula, charge and spin): 0.000 eV
lowest unoccupied orbital energy: -0.9 eV
orbital gap: 9.768 eV
SMILES string: CCCN(B(O)OCC)S(=O)(=O)F
HOMO level: -0.3928 Eh



Record 7
DFT (ωB97M-V with the def2-TZVPD basis set) results for a single C5H13BN2O4 molecule in a non-equilibrium geometry.

The geometry in XYZ format:
```
25
Properties=species:S:1:pos:R:3:nbo_charge:R:1
C 3.001 -1.323 -0.011 -0.616
C 2.700 0.105 -0.559 -0.396
C 1.669 0.856 0.296 -0.412
C 0.277 0.247 0.059 -0.251
N -0.698 0.521 1.107 -0.475
N -1.498 1.672 0.880 -0.481
C -2.556 1.362 0.051 0.884
O -2.793 2.003 -0.891 -0.566
O -3.342 0.320 0.415 -0.721
B -3.132 -0.847 -0.335 1.274
O -3.179 -0.850 -1.697 -0.895
O -2.852 -1.996 0.332 -0.895
H 2.349 -1.479 0.845 0.196
H 2.743 -2.042 -0.781 0.211
H 4.033 -1.431 0.294 0.214
H 3.641 0.650 -0.512 0.206
H 2.419 0.072 -1.609 0.199
H 1.717 1.899 -0.006 0.204
H 1.982 0.742 1.333 0.195
H -0.060 0.598 -0.912 0.204
H 0.412 -0.834 0.018 0.199
H -0.289 0.524 2.029 0.363
H -0.973 2.414 0.432 0.363
H -2.361 -1.265 -2.002 0.496
H -3.212 -1.918 1.226 0.500
```

charge: 0
relative energy (zero: lowest compared OMol25 entry of this formula, charge and spin): 0.360 eV
lowest unoccupied orbital energy: 0.5 eV
orbital gap: 10.130 eV
SMILES string: CCCCNNC(=O)OB(O)O
HOMO level: -0.3533 Eh



Record 8
DFT (ωB97M-V with the def2-TZVPD basis set) results for 2 unconnected molecules or ions with the total composition C5H13BNO2 in a non-equilibrium geometry.

The geometry in XYZ format:
```
22
Properties=species:S:1:pos:R:3:nbo_charge:R:1
B -2.216 -1.106 0.058 1.327
C 1.698 -0.046 -1.185 -0.398
C 0.856 1.026 -0.502 -0.465
C 2.334 -0.846 -0.006 -0.200
C 0.388 0.366 0.745 -0.400
C -3.581 1.107 0.157 -0.209
N 1.304 -0.815 1.083 -0.510
O -1.776 -2.342 0.064 -0.921
O -3.070 -0.197 -0.262 -0.738
H 1.007 -0.789 -1.662 0.208
H 2.611 0.132 -1.841 0.245
H 1.427 1.857 -0.169 0.196
H 0.107 1.480 -1.035 0.231
H 2.525 -1.819 -0.110 0.204
H 3.169 -0.353 0.240 0.207
H -0.085 0.962 1.457 0.208
H -4.125 1.304 -0.733 0.222
H -2.635 1.704 0.103 0.203
H -4.024 1.162 1.074 0.211
H 0.864 -1.734 1.135 0.417
H 1.689 -0.639 1.978 0.419
H -2.350 -3.128 0.033 0.545
```

charge: +1
relative energy (zero: lowest compared OMol25 entry of this formula, charge and spin): 5.643 eV
lowest unoccupied orbital energy (alpha / beta): -3.4 / -3.4 eV
orbital gap (alpha / beta): 7.001 / 7.003 eV
HOMO level (alpha / beta): -0.3832 / -0.3832 Eh



Record 9
DFT (ωB97M-V with the def2-TZVPD basis set) results for a molecular structure, C5H13Cl2MnSc in a non-equilibrium geometry.

The geometry in XYZ format:
```
22
Properties=species:S:1:pos:R:3:nbo_charge:R:1
Mn 0.210 0.424 2.321 0.791
Cl 1.998 0.896 3.485 -0.648
C -0.540 2.097 1.748 -0.986
H -1.528 2.027 2.232 0.204
H -0.557 2.333 0.710 0.202
H 0.101 2.824 2.306 0.209
Sc 0.550 -0.454 -1.108 1.709
C 1.021 -2.485 -1.919 -1.299
C 1.458 0.977 -2.459 -1.308
C -1.495 -0.204 -1.490 -0.925
H 0.705 1.646 -2.925 0.217
H 2.061 1.655 -1.801 0.199
H 2.132 0.671 -3.269 0.215
H 0.131 -2.988 -2.291 0.213
H 1.769 -2.535 -2.718 0.208
H 1.391 -3.098 -1.093 0.194
H -1.763 0.896 -1.374 0.150
H -2.175 -0.608 -0.743 0.143
Cl -1.566 -0.308 3.978 -0.109
C -1.163 -0.943 2.363 -0.803
H -0.793 -1.970 2.443 0.206
H -1.949 -0.853 1.606 0.218
```

charge: -1
lowest unoccupied orbital energy (alpha / beta): 2.9 / 2.7 eV
orbital gap (alpha / beta): 7.586 / 5.757 eV
2S+1: 5
HOMO level (alpha / beta): -0.1726 / -0.1119 Eh



Record 10
DFT (ωB97M-V with the def2-TZVPD basis set) results for 2 unconnected molecules or ions with the total composition C5H13ClN3O2 in a non-equilibrium geometry.

The geometry in XYZ format:
```
24
Properties=species:S:1:pos:R:3:nbo_charge:R:1
C 1.572 1.536 1.735 -0.608
C 0.798 -1.479 -1.920 -0.696
C 1.428 1.821 0.227 -0.211
C -3.099 0.353 0.393 -0.050
C 0.662 -0.142 -1.207 0.310
N -1.108 -0.654 0.805 0.097
N -0.340 -1.575 0.766 0.085
N 1.503 0.604 -0.592 -0.426
O -0.771 -2.804 0.308 -0.577
O -2.382 -0.794 0.376 -0.344
Cl -2.560 1.426 -0.962 -0.089
H 1.379 2.406 2.217 0.236
H 0.773 0.755 2.157 0.238
H 2.611 1.058 1.838 0.223
H 1.790 -1.731 -1.900 0.229
H 0.328 -2.343 -1.460 0.298
H 0.316 -1.279 -2.951 0.273
H 2.189 2.371 -0.210 0.222
H 0.430 2.248 -0.090 0.226
H -4.097 0.208 0.333 0.221
H -3.119 1.014 1.381 0.213
H -0.281 0.374 -1.372 0.217
H -0.470 -3.527 0.823 0.509
H 2.446 0.152 -0.694 0.407
```

charge: +1
relative energy (zero: lowest compared OMol25 entry of this formula, charge and spin): 0.847 eV
lowest unoccupied orbital energy: -3.6 eV
orbital gap: 10.512 eV
HOMO level: -0.5197 Eh



Record 11
DFT (ωB97M-V with the def2-TZVPD basis set) results for 2 unconnected molecules or ions with the total composition C5H13FSi in a non-equilibrium geometry.

The geometry in XYZ format:
```
20
Properties=species:S:1:pos:R:3:nbo_charge:R:1
C -0.562 3.289 0.683 -0.583
C 1.451 -2.872 -0.311 -1.174
C -1.310 -1.690 0.114 -1.135
C -0.337 1.765 0.136 -0.504
C 0.998 1.424 -0.017 -0.310
F -0.353 -2.455 -2.468 -0.674
Si 0.199 -1.735 -1.052 1.549
H 0.182 3.969 0.270 0.204
H -1.554 3.575 0.548 0.206
H -0.407 3.154 1.763 0.198
H 1.168 -3.136 0.661 0.240
H 1.353 -3.723 -1.046 0.256
H 2.419 -2.405 -0.329 0.246
H -0.778 -1.411 1.028 0.229
H -1.888 -0.903 -0.170 0.230
H -1.987 -2.513 0.001 0.250
H -0.702 1.240 1.014 0.201
H -1.030 1.622 -0.688 0.219
H 1.493 0.848 0.694 0.173
H 1.644 1.955 -0.831 0.179
```

charge: 0
relative energy (zero: lowest compared OMol25 entry of this formula, charge and spin): 4.228 eV
lowest unoccupied orbital energy (alpha / beta): -0.4 / 0.1 eV
orbital gap (alpha / beta): 7.529 / 7.684 eV
HOMO level (alpha / beta): -0.2932 / -0.2771 Eh